Entry 1:
# H5P3S

One molecule with the formula H5P3S at a distorted geometry (ωB97M-V/def2-TZVPD, OMol25).

The gap between HOMO and LUMO (alpha / beta) is 0.2319 / 0.2188 hartree. Its total energy is -1425.08204 Eh. As for the net charge: 0. Its spin multiplicity is 3.

Each line ends with the Löwdin charge.
Geometry (Å):
P -2.06 -0.39 -0.57  0.432
P 2.01 -0.78 0.12  0.317
P -0.71 0.74 0.68  0.164
S 1.25 1.05 -0.55  -0.040
H -2.08 -1.46 0.35  -0.173
H -3.13 0.24 0.07  -0.178
H 2.72 -1.10 -1.05  -0.168
H 3.16 -0.27 0.73  -0.172
H -1.15 1.98 0.21  -0.181

=====

Entry 2:
# C5H10O

C5H10O as an isolated structure at a distorted geometry (ωB97M-V/def2-TZVPD, OMol25).

The gap between HOMO and LUMO is 0.3171 hartree. Its total energy is -271.54816 Eh. As for the net charge: 0.

Each line ends with the Löwdin charge.
Geometry (Å):
C 0.72 -1.58 -0.43  -0.120
C 0.08 -0.29 -1.03  -0.206
C -0.60 1.18 -0.26  -0.218
C -1.52 0.84 0.92  -0.080
C 1.05 0.91 0.24  -0.191
O 0.43 2.09 0.15  -0.054
H 0.25 -1.85 0.52  0.071
H 1.80 -1.58 -0.27  0.072
H 0.50 -2.42 -1.11  0.077
H -0.92 -0.60 -1.25  0.081
H 0.61 -0.02 -1.95  0.107
H -2.17 1.68 1.23  0.082
H -2.20 0.02 0.65  0.073
H -0.97 0.53 1.82  0.071
H 1.95 0.82 -0.37  0.129
H 1.00 0.28 1.14  0.107